{
  "formula": "C5H5NO",
  "method": "ωB97M-V/def2-TZVPD",
  "species": ["O", "N", "C", "C", "C", "C", "C", "H", "H", "H", "H", "H"],
  "coordinates": [[-0.013, 0.674, -1.984], [0.158, -1.205, 1.579], [0.947, -0.162, 1.351], [-0.127, 0.379, -0.677], [0.755, 0.773, 0.299], [-1.239, -0.520, -0.306], [-1.054, -1.250, 1.064], [-1.546, -1.206, -1.111], [0.902, 0.917, -2.187], [1.484, 1.575, 0.149], [1.853, -0.090, 1.956], [-2.121, 0.116, -0.135]],
  "forces_ev_per_angstrom": [[0.26, 0.00, 0.03], [-0.41, 0.20, 0.07], [-0.01, 0.02, -0.02], [-0.04, -0.15, 0.29], [0.11, -0.08, -0.31], [0.03, 0.15, -0.03], [0.37, 0.13, -0.27], [0.20, 0.20, 0.15], [-0.19, 0.17, 0.03], [-0.18, -0.39, -0.06], [-0.18, 0.03, -0.10], [0.05, -0.28, 0.23]],
  "charge": 0,
  "e_homo_ha": [-0.2792, -0.2710]
}

{
  "formula": "C5H5NO",
  "method": "ωB97M-V/def2-TZVPD",
  "species": ["O", "N", "C", "C", "C", "C", "C", "H", "H", "H", "H", "H"],
  "coordinates": [[-1.679, 1.713, -0.446], [2.598, -0.933, 0.814], [0.796, 2.126, -0.236], [1.544, -1.087, 0.355], [-0.391, 1.954, -0.323], [-0.715, -1.984, 0.324], [0.251, -1.262, -0.244], [1.849, 2.260, -0.139], [-2.180, 2.433, -0.038], [-1.683, -2.072, -0.159], [-0.579, -2.489, 1.276], [0.105, -0.751, -1.190]],
  "forces_ev_per_angstrom": [[0.12, 0.11, 0.05], [-1.12, -0.16, -0.48], [-0.58, -0.10, -0.05], [1.06, 0.11, 0.47], [0.59, 0.14, 0.06], [0.15, 0.15, -0.09], [-0.24, -0.14, 0.08], [-0.16, -0.03, -0.01], [0.02, -0.09, -0.05], [0.13, -0.01, 0.04], [0.04, 0.10, -0.15], [0.00, -0.08, 0.12]],
  "charge": 0,
  "e_homo_ha": -0.3595
}

{
  "formula": "C5H5NO",
  "method": "ωB97M-V/def2-TZVPD",
  "species": ["O", "N", "C", "C", "C", "C", "C", "H", "H", "H", "H", "H"],
  "coordinates": [[0.445, 0.113, 1.977], [-1.539, 0.244, -0.109], [-2.632, -0.328, -0.377], [2.374, 0.907, 0.581], [1.032, 0.254, 0.942], [1.152, -0.020, -0.474], [2.685, 0.065, -0.408], [0.474, 0.368, -1.270], [3.662, -0.183, -0.885], [-3.219, -0.768, 0.429], [-3.006, -0.341, -1.404], [-1.381, 0.144, 0.896]],
  "forces_ev_per_angstrom": [[0.16, 0.03, -1.01], [-0.55, -0.06, 0.08], [-0.06, 0.22, 0.08], [0.37, 0.76, 0.22], [0.32, -0.37, 0.52], [1.63, -0.16, -0.49], [-1.13, 0.00, -0.12], [0.86, -0.14, 0.78], [-1.46, -0.12, 0.15], [-0.33, -0.24, -0.29], [-0.02, -0.10, 0.17], [0.22, 0.19, -0.09]],
  "charge": 0,
  "e_homo_ha": [-0.3300, -0.3300]
}

{
  "formula": "C5H5NO",
  "method": "ωB97M-V/def2-TZVPD",
  "species": ["O", "N", "C", "C", "C", "C", "C", "H", "H", "H", "H", "H"],
  "coordinates": [[-0.905, -1.926, -1.033], [-0.444, 0.314, 1.658], [0.398, 0.556, -2.098], [-0.179, 0.538, -0.757], [-0.515, -1.001, -0.393], [0.096, -0.844, 0.968], [0.517, 0.558, 0.617], [0.585, -1.634, 1.528], [-1.092, 1.155, -0.774], [1.446, 1.046, 0.893], [-1.406, 0.541, 1.407], [1.499, 0.698, -2.015]],
  "forces_ev_per_angstrom": [[0.21, 0.67, 0.43], [-0.17, 0.13, 0.06], [0.10, 0.16, 0.48], [-0.04, 0.19, -0.54], [-0.26, -0.67, -0.34], [0.11, -0.34, -0.01], [0.21, 0.27, 0.19], [-0.07, 0.11, -0.05], [-0.03, -0.22, 0.01], [-0.09, -0.13, -0.21], [0.16, -0.06, -0.07], [-0.12, -0.12, 0.06]],
  "charge": 0,
  "e_homo_ha": [-0.3295, -0.3294]
}

{
  "formula": "C5H5NO",
  "method": "ωB97M-V/def2-TZVPD",
  "species": ["O", "N", "C", "C", "C", "C", "C", "H", "H", "H", "H", "H"],
  "coordinates": [[-0.692, -2.400, -0.133], [1.600, 0.518, -0.406], [0.816, -0.657, -0.619], [-1.717, 0.293, 1.749], [0.413, 0.843, -1.083], [-0.321, -1.267, 0.108], [-1.070, -0.406, 1.017], [0.378, 0.954, -2.157], [1.383, -1.440, -1.153], [-0.276, 1.537, -0.569], [1.782, 0.892, 0.508], [-2.309, 0.874, 2.418]],
  "forces_ev_per_angstrom": [[0.32, 0.59, 0.19], [0.92, 0.12, 0.03], [-0.42, 0.26, -0.17], [0.19, -0.26, -0.10], [0.06, -0.56, -0.29], [-0.02, -0.17, 0.26], [-0.38, 0.22, 0.56], [0.67, 0.22, -0.17], [-0.80, 0.63, -0.53], [-0.14, -1.17, -0.08], [-0.45, 0.11, 0.37], [0.05, 0.00, -0.06]],
  "charge": 0,
  "e_homo_ha": -0.3581
}

{
  "formula": "C5H5NO",
  "method": "ωB97M-V/def2-TZVPD",
  "species": ["O", "N", "C", "C", "C", "C", "C", "H", "H", "H", "H", "H"],
  "coordinates": [[-1.480, -0.997, -2.060], [0.708, -0.895, 0.792], [1.332, 0.236, 1.002], [-0.140, -1.334, -0.178], [-0.850, -0.524, -1.118], [-1.102, 2.098, -0.633], [-0.936, 0.925, -0.860], [0.909, -1.614, 1.481], [1.916, 0.332, 1.906], [-0.316, -2.400, -0.190], [1.233, 1.041, 0.291], [-1.274, 3.133, -0.433]],
  "forces_ev_per_angstrom": [[0.15, 0.12, 0.23], [0.17, 0.13, 0.06], [-0.13, -0.07, -0.02], [-0.06, -0.04, -0.10], [-0.09, -0.10, -0.01], [0.02, -0.45, -0.09], [-0.09, 0.52, 0.07], [-0.02, 0.08, -0.08], [-0.05, -0.05, -0.11], [0.02, 0.11, -0.01], [0.01, -0.09, 0.14], [0.07, -0.17, -0.07]],
  "charge": 0,
  "e_homo_ha": [-0.2867, -0.2867]
}

{
  "formula": "C5H5NO",
  "method": "ωB97M-V/def2-TZVPD",
  "species": ["O", "N", "C", "C", "C", "C", "C", "H", "H", "H", "H", "H"],
  "coordinates": [[0.545, 0.510, -1.585], [-0.707, -1.399, -2.474], [0.921, -0.567, 0.644], [-0.128, -0.516, -1.992], [-0.315, -0.626, 1.140], [0.635, 0.687, -0.141], [-0.765, 0.683, 0.537], [1.307, 1.541, -0.028], [-0.907, 1.453, 1.302], [-0.778, -1.293, 1.850], [-1.619, 0.653, -0.140], [1.810, -1.126, 0.887]],
  "forces_ev_per_angstrom": [[0.09, -0.13, -0.22], [0.39, 0.65, 0.53], [-0.19, 0.03, 0.35], [-0.24, -0.42, -0.60], [0.27, 0.00, 0.29], [0.08, -0.05, 0.25], [-0.17, -0.02, 0.11], [-0.29, -0.08, -0.02], [0.00, 0.07, -0.26], [-0.09, -0.04, 0.01], [0.02, 0.10, -0.03], [0.15, -0.13, -0.40]],
  "charge": 0,
  "e_homo_ha": -0.3861
}

{
  "formula": "C5H5NO",
  "method": "ωB97M-V/def2-TZVPD",
  "species": ["O", "N", "C", "C", "C", "C", "C", "H", "H", "H", "H", "H"],
  "coordinates": [[0.013, -0.347, 1.441], [2.721, 1.261, -0.033], [-0.279, -0.463, -0.616], [-0.996, 0.849, -0.320], [-1.154, -0.329, 0.573], [0.880, -0.590, 0.310], [1.922, 0.438, 0.125], [-2.019, -0.878, 0.923], [-0.522, -1.022, -1.508], [-1.378, 0.948, -1.320], [-0.507, 1.721, 0.110], [1.318, -1.587, 0.316]],
  "forces_ev_per_angstrom": [[-0.04, 0.08, 0.18], [-0.83, -0.88, 0.13], [0.25, -0.17, -0.05], [0.63, -0.16, -0.55], [-0.06, -0.11, -0.12], [0.24, -0.21, 0.07], [0.82, 0.65, 0.08], [0.02, 0.17, -0.09], [0.39, 0.18, -0.10], [-1.78, 0.72, 0.38], [0.21, -0.24, -0.30], [0.14, -0.02, 0.36]],
  "charge": 0,
  "e_homo_ha": -0.3815
}

{
  "formula": "C5H5NO",
  "method": "ωB97M-V/def2-TZVPD",
  "species": ["O", "N", "C", "C", "C", "C", "C", "H", "H", "H", "H", "H"],
  "coordinates": [[-1.143, 0.072, 2.912], [-1.252, -0.672, 0.653], [-0.415, -0.439, -0.503], [-0.065, 1.054, -0.705], [1.092, -0.608, -0.201], [-1.155, -0.269, 1.790], [1.281, 0.890, -0.013], [0.166, 1.287, -1.756], [-0.842, -0.992, -1.343], [1.669, -0.873, -1.102], [-0.750, 1.827, -0.337], [1.414, -1.278, 0.605]],
  "forces_ev_per_angstrom": [[-0.08, -0.27, -0.73], [0.01, 0.18, 0.58], [0.07, 0.00, -0.19], [0.01, 0.15, 0.07], [0.13, 0.00, 0.12], [-0.05, 0.04, 0.26], [-0.24, -0.24, -0.25], [-0.02, -0.02, 0.11], [0.08, 0.10, 0.16], [-0.05, 0.03, 0.09], [0.14, -0.10, -0.08], [-0.01, 0.12, -0.15]],
  "charge": 0,
  "e_homo_ha": -0.3261
}

{
  "formula": "C5H5NO",
  "method": "ωB97M-V/def2-TZVPD",
  "species": ["O", "N", "C", "C", "C", "C", "C", "H", "H", "H", "H", "H"],
  "coordinates": [[-0.848, -0.293, 1.328], [-1.568, -0.735, -2.132], [-0.886, -0.574, -1.202], [-1.263, 0.610, 0.391], [0.426, -0.902, -0.478], [0.130, 1.280, 0.410], [0.506, -0.117, 0.852], [0.022, 2.007, 1.218], [1.213, -0.647, -1.191], [0.354, -1.977, -0.318], [1.291, -0.362, 1.588], [0.623, 1.711, -0.465]],
  "forces_ev_per_angstrom": [[-0.21, 0.25, -0.12], [0.43, 0.34, 0.89], [0.72, -1.08, -1.36], [-1.09, 1.27, 1.39], [-0.06, -0.24, -0.30], [-0.09, 0.14, -0.10], [0.06, -0.13, -0.30], [0.32, -0.08, 0.08], [0.14, -0.25, 0.21], [0.32, -0.06, 0.01], [-0.18, -0.11, -0.49], [-0.36, -0.04, 0.09]],
  "charge": 0,
  "e_homo_ha": [-0.3198, -0.3197]
}

{
  "formula": "C5H5NO",
  "method": "ωB97M-V/def2-TZVPD",
  "species": ["O", "N", "C", "C", "C", "C", "C", "H", "H", "H", "H", "H"],
  "coordinates": [[2.318, 0.639, -0.542], [0.135, -0.301, -0.090], [-0.637, 0.439, 0.857], [-0.776, -1.321, -1.519], [0.753, 1.019, 1.371], [-1.127, -1.870, -2.552], [1.290, 0.371, 0.050], [-1.233, 1.213, 0.414], [0.944, 0.361, 2.152], [0.977, 2.086, 1.740], [-1.332, -2.497, -3.359], [-1.313, -0.139, 1.479]],
  "forces_ev_per_angstrom": [[-1.69, -1.33, 0.39], [-3.01, -3.59, -3.52], [-0.53, 1.42, 0.54], [2.15, 1.96, 1.45], [-1.51, 0.17, -0.46], [1.20, 1.41, 2.97], [3.31, 2.83, -0.64], [-0.30, 0.49, -0.49], [1.03, -1.04, 1.56], [-0.60, -1.57, -1.41], [-0.45, -0.44, -0.79], [0.40, -0.29, 0.40]],
  "charge": 0,
  "e_homo_ha": -0.3734
}

{
  "formula": "C5H5NO",
  "method": "ωB97M-V/def2-TZVPD",
  "species": ["O", "N", "C", "C", "C", "C", "C", "H", "H", "H", "H", "H"],
  "coordinates": [[-1.851, -0.577, 1.314], [0.862, -1.695, 0.449], [0.572, -0.841, -0.475], [1.561, -0.472, 0.668], [-0.921, 1.500, -1.477], [-1.651, 0.198, 0.458], [-1.642, 1.192, -0.402], [0.429, -2.469, 0.928], [1.199, 0.191, 1.455], [2.634, -0.472, 0.484], [-0.088, 0.845, -1.749], [-1.125, 2.367, -2.102]],
  "forces_ev_per_angstrom": [[0.02, 0.74, -0.63], [-0.24, 0.27, -0.30], [0.39, -0.66, 0.29], [0.25, 0.20, 0.22], [-0.13, -0.02, 0.14], [-0.19, -0.41, 0.51], [0.13, -0.07, -0.15], [0.11, -0.07, -0.05], [0.08, -0.05, -0.20], [-0.21, -0.05, 0.09], [-0.15, 0.19, -0.09], [-0.06, -0.07, 0.18]],
  "charge": 0,
  "e_homo_ha": -0.3244
}

{
  "formula": "C5H5NO",
  "method": "ωB97M-V/def2-TZVPD",
  "species": ["O", "N", "C", "C", "C", "C", "C", "H", "H", "H", "H", "H"],
  "coordinates": [[2.179, 1.861, -0.349], [1.371, -0.507, 0.236], [-1.324, 1.616, -0.046], [0.373, -1.219, 0.037], [-0.147, 1.237, -0.489], [1.182, 1.209, -0.202], [-0.508, -2.171, 0.031], [2.286, -0.574, 0.666], [-0.187, -3.206, 0.043], [-1.568, -2.012, -0.099], [-2.225, 1.484, -0.636], [-1.432, 2.282, 0.809]],
  "forces_ev_per_angstrom": [[-0.85, -1.30, 0.20], [0.65, 1.26, -0.79], [0.29, 0.80, -0.07], [0.74, -0.04, 0.90], [-0.86, -0.83, -0.09], [1.07, 1.10, -0.71], [-0.60, -0.31, -0.47], [-0.69, -0.47, 0.84], [0.27, 0.04, -0.54], [-0.06, 0.28, 0.50], [0.06, -0.20, -0.04], [-0.04, -0.35, 0.26]],
  "charge": 0,
  "e_homo_ha": [-0.3031, -0.3031]
}

{
  "formula": "C5H5NO2",
  "method": "ωB97M-V/def2-TZVPD",
  "species": ["O", "O", "N", "C", "C", "C", "C", "C", "H", "H", "H", "H", "H"],
  "coordinates": [[-0.886, -2.899, 2.370], [0.973, -1.995, 3.374], [0.985, -2.000, -0.371], [-0.873, -0.227, -0.791], [0.316, -0.967, -0.286], [-0.267, 0.588, 1.627], [0.042, -2.436, 2.861], [-0.182, 0.127, 0.423], [-1.051, 0.471, -1.702], [-1.094, 1.338, 1.933], [0.463, 0.420, 2.414], [-1.674, -0.917, -0.714], [0.800, -2.674, -1.063]],
  "forces_ev_per_angstrom": [[-1.06, -0.42, -0.56], [0.73, 0.44, 0.41], [1.66, -0.27, 2.25], [-1.22, 0.90, -3.18], [0.16, 0.26, -2.16], [-1.56, 3.04, 2.49], [0.34, -0.06, 0.10], [0.50, -0.49, 1.20], [1.00, -1.22, 1.56], [1.32, -1.34, -0.66], [0.06, -0.23, -0.31], [-1.40, -0.18, 0.35], [-0.54, -0.42, -1.48]],
  "charge": 0,
  "e_homo_ha": -0.3363
}

{
  "formula": "C5H5NO2",
  "method": "ωB97M-V/def2-TZVPD",
  "species": ["O", "O", "N", "C", "C", "C", "C", "C", "H", "H", "H", "H", "H"],
  "coordinates": [[-0.396, -2.227, -0.300], [1.526, 1.336, -1.036], [-2.871, 0.378, 0.109], [0.210, -1.293, -0.152], [-0.234, 0.126, -0.201], [-1.764, 0.118, -0.009], [0.330, 0.744, -1.397], [0.513, 0.415, 1.023], [-0.478, 0.532, -2.616], [1.508, 0.759, 0.648], [0.654, -0.707, 1.614], [1.495, -1.489, 0.618], [-0.491, 1.307, 1.699]],
  "forces_ev_per_angstrom": [[-3.67, -4.94, -1.17], [-7.15, -3.11, -5.26], [-0.53, -0.26, 0.09], [6.35, 0.10, 1.35], [-2.73, -1.32, 0.46], [2.44, 0.85, -0.92], [5.06, 3.62, -0.31], [-2.53, 1.70, 5.69], [3.09, 1.08, 3.56], [-0.94, 0.09, 1.54], [-0.67, 4.02, -0.55], [-2.54, 0.54, -2.89], [3.82, -2.38, -1.59]],
  "charge": 0,
  "e_homo_ha": -0.3810
}

{
  "formula": "C5H5NO2",
  "method": "ωB97M-V/def2-TZVPD",
  "species": ["O", "O", "N", "C", "C", "C", "C", "C", "H", "H", "H", "H", "H"],
  "coordinates": [[-3.113, -0.277, -0.041], [2.497, -1.085, 0.019], [2.858, 0.333, -0.067], [1.167, -1.093, 0.150], [0.620, 0.193, 0.157], [-0.824, 0.504, 0.232], [1.800, 1.052, -0.084], [-1.782, -0.362, 0.000], [-0.969, 1.520, 0.447], [1.811, 2.096, -0.152], [-1.456, -1.471, -0.380], [0.793, -2.096, 0.016], [-3.401, 0.686, -0.297]],
  "forces_ev_per_angstrom": [[-1.57, 3.21, -0.69], [-0.27, 3.27, 0.07], [1.96, -1.35, -0.59], [-0.09, 1.42, -0.56], [0.66, -2.02, -0.76], [1.56, 0.23, -0.14], [-2.48, -3.48, 1.42], [1.30, -4.10, -1.81], [-0.85, 1.35, 0.39], [0.34, 1.27, -0.11], [-0.80, 2.67, 1.27], [-0.54, 0.12, 0.56], [0.79, -2.59, 0.95]],
  "charge": 0,
  "e_homo_ha": -0.3098
}

{
  "formula": "C5H5NO2",
  "method": "ωB97M-V/def2-TZVPD",
  "species": ["O", "O", "N", "C", "C", "C", "C", "C", "H", "H", "H", "H", "H"],
  "coordinates": [[-0.988, -0.964, 0.402], [-0.718, -0.168, -1.964], [2.272, -1.370, 1.034], [1.195, -0.895, 0.834], [-0.837, 2.082, 0.116], [-0.495, 1.085, 0.920], [0.063, -0.173, 0.368], [0.263, -0.024, -1.222], [-1.475, 3.109, 0.405], [1.449, -0.111, -1.834], [-0.292, 2.234, -1.069], [-1.985, -0.034, -0.294], [-1.099, 0.997, 1.957]],
  "forces_ev_per_angstrom": [[-6.25, -0.46, -0.93], [2.74, 1.00, 2.43], [-4.71, 1.81, -0.71], [6.40, -1.80, 1.49], [0.68, 4.38, -3.01], [-1.57, 1.44, 2.70], [-0.46, 1.56, -2.34], [1.04, -1.41, -4.64], [1.67, -3.35, -0.56], [-3.20, 0.57, 2.19], [-1.82, -0.56, 3.87], [3.54, -3.24, 1.81], [1.93, 0.05, -2.31]],
  "charge": 0,
  "e_homo_ha": -0.3761
}

{
  "formula": "C5H5NO2",
  "method": "ωB97M-V/def2-TZVPD",
  "species": ["O", "O", "N", "C", "C", "C", "C", "C", "H", "H", "H", "H", "H"],
  "coordinates": [[1.311, -0.847, 1.211], [0.797, 1.830, -1.008], [-0.879, -2.288, -0.578], [0.345, 0.758, -0.517], [-0.952, 0.283, 0.084], [-1.003, -1.145, -0.366], [-2.035, 1.074, 0.355], [1.638, -0.269, -0.081], [2.471, 0.773, 0.021], [1.796, -1.086, -0.901], [1.406, -1.935, 0.707], [-1.797, 2.125, 0.321], [-3.097, 0.726, 0.749]],
  "forces_ev_per_angstrom": [[1.45, -5.31, -4.49], [-3.51, -3.18, 1.36], [-0.40, 2.26, 0.00], [5.48, 2.06, 0.41], [-1.97, -0.13, -2.98], [-0.15, -1.28, 1.61], [-0.10, -1.74, 0.97], [-0.47, 3.89, -0.50], [-1.97, -3.97, -0.43], [0.26, 1.94, 1.35], [-0.87, 4.52, 3.65], [-0.30, 0.32, 0.23], [2.57, 0.60, -1.18]],
  "charge": 0,
  "e_homo_ha": -0.3588
}